Entry 1:
The following is a DFT calculation (ωB97M-V/def2-TZVPD) of a cluster of 4 separate species, C38H71F13N4O in total.

The geometry in XYZ format:
```
127
Properties=species:S:1:pos:R:3:forces:R:3:lowdin_charge:R:1
C 5.81387 0.69381 3.73315 0.001 0.539 -0.101 -0.1413
C 4.45390 1.40022 3.21024 0.676 -0.877 0.283 -0.2466
C 3.62991 0.37605 2.25776 1.415 1.468 -0.747 -0.2139
C 3.03258 1.24490 1.05649 -1.200 0.188 0.578 -0.2154
C 2.07851 0.44417 0.04951 1.011 0.761 -0.552 -0.2030
C 2.54020 -1.05437 -0.28098 -1.371 -0.303 -0.628 -0.1741
C 1.35129 -2.09699 0.09616 0.101 0.089 -0.562 -0.1772
C 0.93898 -3.02624 -1.16561 -0.004 -0.500 1.365 -0.1644
C -0.62103 -3.34151 -1.23927 1.243 -2.470 -1.014 -0.2547
C -1.26200 -4.05296 0.05565 -0.326 1.501 -1.223 -0.0278
C -2.70414 -3.33684 0.02303 0.091 -0.982 2.278 -0.3766
O -3.42994 -3.43306 1.03089 0.907 0.833 -3.308 0.0236
N -2.91942 -2.69111 -1.25766 0.808 0.120 2.593 0.0847
C -1.63002 -2.29023 -1.88214 -0.096 -0.975 -1.445 -0.2587
C -1.23279 -0.74844 -1.99134 -0.039 0.233 0.485 -0.0923
C -1.78983 0.14648 -0.75127 0.493 -1.090 -1.820 -0.0629
C -1.56808 1.65139 -1.15538 -0.510 -0.296 -1.934 -0.2923
F -0.39472 1.81335 -1.95462 -2.149 -0.273 1.716 0.0489
F -2.64386 2.00309 -2.03535 1.854 -0.620 1.593 0.0368
C -1.52859 2.74384 -0.01054 1.018 2.257 -0.518 -0.2197
F -0.22973 3.31030 0.00327 -2.423 -1.258 0.333 0.0883
F -2.40079 3.82401 -0.31815 1.522 -2.370 0.812 0.0922
C -1.85100 2.28809 1.47800 1.569 1.685 2.047 -0.1959
F -0.88902 1.39016 2.01519 -2.228 1.332 -1.636 0.0861
F -1.64597 3.46434 2.26088 -0.454 -2.237 -1.632 0.0842
C -3.36272 1.84559 1.75727 -2.091 1.008 -0.312 -0.1921
F -4.12822 1.67978 0.56509 1.880 0.143 1.944 0.0871
F -3.99822 2.92889 2.41727 1.325 -2.579 -1.070 0.1025
C -3.55986 0.51304 2.59334 1.472 -1.421 1.626 -0.2035
F -2.98658 0.68638 3.88020 -1.277 0.152 -2.615 0.1003
F -2.87828 -0.60839 2.05086 -1.313 2.651 0.627 0.0866
C -5.06929 0.02440 2.77956 -0.927 -1.952 1.127 -0.3508
F -5.99962 1.02283 2.99651 1.923 -1.957 -1.024 0.1422
F -5.07957 -0.77831 3.94418 -0.045 1.662 -2.587 0.1054
F -5.39356 -0.82371 1.70431 0.259 2.453 2.332 0.1109
H 6.13546 1.11107 4.74918 -0.518 -0.724 -1.330 0.0669
H 5.67713 -0.43198 3.77937 0.231 1.363 0.165 0.0646
H 6.68651 0.91909 3.02129 -1.336 -0.420 0.880 0.0726
H 3.82317 1.69955 4.11790 0.837 -0.231 -1.410 0.1060
H 4.80060 2.32526 2.62614 -0.914 -1.217 0.875 0.0958
H 2.85748 -0.22574 2.83297 0.892 0.794 -0.800 0.1210
H 4.42409 -0.31191 1.80738 -1.213 0.607 0.723 0.0940
H 3.83984 1.83013 0.48927 -0.890 -1.153 0.894 0.1162
H 2.37316 2.05411 1.54456 0.968 -1.017 -0.745 0.1121
H 1.00848 0.53075 0.42892 1.379 -0.506 -0.401 0.0763
H 2.10133 1.01803 -0.94467 -0.193 -0.694 1.435 0.1087
H 2.65212 -1.13770 -1.42104 0.017 0.182 1.636 0.0988
H 3.53997 -1.35520 0.15769 -1.323 0.479 -0.319 0.0979
H 0.41390 -1.51951 0.37576 1.209 -0.511 -0.188 0.0787
H 1.61801 -2.72974 1.01703 -0.359 0.828 -1.449 0.1161
H 1.46775 -4.02996 -0.98066 -0.809 1.322 -0.582 0.1204
H 1.31681 -2.62795 -2.15832 -0.472 -0.273 1.237 0.1074
H -0.64579 -4.20252 -2.00469 -0.003 1.307 0.915 0.1368
H -1.37251 -5.17785 -0.05286 -0.023 1.446 -0.157 0.1140
H -0.66426 -3.91507 1.01405 -1.159 0.330 -1.119 0.1227
H -3.71088 -2.04596 -1.34149 0.339 -0.550 0.249 0.1352
H -1.77473 -2.64608 -2.96366 0.625 0.787 1.309 0.1456
H -0.09703 -0.65833 -2.02845 -1.471 -0.221 0.094 0.1132
H -1.60935 -0.32696 -2.98592 0.336 -0.578 1.489 0.1303
H -1.21961 -0.22173 0.15406 -0.909 0.892 -0.821 0.1046
H -2.90892 -0.09774 -0.71065 1.676 0.810 0.420 0.1273
C -2.71527 -8.42935 -0.03916 -0.035 -0.061 0.043 -0.0911
C -1.60749 -8.68550 -1.05333 -0.047 -0.095 0.176 -0.2751
N -0.35983 -9.15431 -0.45762 0.304 0.202 -0.082 -0.1949
C 0.76725 -9.12426 -1.38647 -0.026 0.202 0.022 -0.2535
C 0.70825 -10.04320 -2.60572 0.167 -0.153 -0.164 -0.0909
C -0.45247 -10.34683 0.37400 -0.273 0.031 0.316 -0.2508
C -1.01309 -11.61965 -0.26126 0.052 -0.269 0.003 -0.0873
H -2.38865 -7.73183 0.73633 0.031 -0.092 -0.020 0.0749
H -3.58072 -7.98812 -0.54100 0.078 -0.049 0.012 0.0746
H -3.05391 -9.35067 0.44054 0.025 0.069 0.007 0.0651
H -1.41830 -7.73537 -1.56470 0.253 -0.125 -0.037 0.1098
H -1.98091 -9.38110 -1.81724 -0.093 0.018 -0.078 0.0985
H 1.69016 -9.32889 -0.83451 -0.133 -0.068 0.112 0.1111
H 0.87883 -8.09459 -1.74527 -0.160 0.009 0.063 0.1048
H 0.89352 -11.08416 -2.33646 -0.100 0.047 -0.048 0.0551
H 1.48854 -9.75777 -3.31761 -0.049 0.003 0.042 0.0710
H -0.24787 -9.98047 -3.13003 0.040 -0.010 0.064 0.0671
H -1.06937 -10.10801 1.24799 -0.011 0.093 -0.145 0.1021
H 0.53206 -10.57000 0.79879 0.037 0.175 -0.206 0.1147
H -1.90955 -11.43278 -0.85594 0.044 0.038 0.009 0.0678
H -1.28891 -12.33071 0.52268 0.012 0.054 -0.025 0.0724
H -0.27442 -12.11610 -0.89148 -0.118 0.033 -0.064 0.0537
C -5.70717 5.79149 -6.42934 0.104 0.010 -0.014 -0.0943
C -6.52189 5.41875 -5.19775 0.148 -0.079 -0.047 -0.2736
N -6.38213 4.02019 -4.80328 -0.306 -0.208 0.036 -0.1944
C -7.36911 3.60146 -3.81124 -0.136 0.038 -0.164 -0.2521
C -7.31490 4.25924 -2.43309 -0.038 -0.070 0.277 -0.0888
C -5.02317 3.55079 -4.56887 0.269 0.084 -0.306 -0.2474
C -4.18855 4.27576 -3.51304 0.171 -0.027 0.177 -0.0909
H -5.94605 5.13982 -7.27345 0.031 -0.025 0.099 0.0787
H -5.93514 6.81888 -6.72616 0.011 -0.071 0.061 0.0722
H -4.63212 5.73925 -6.24119 -0.056 -0.015 -0.038 0.0637
H -7.57250 5.61234 -5.43814 -0.015 -0.201 0.187 0.1169
H -6.25909 6.10201 -4.37858 0.001 0.117 0.003 0.0981
H -7.31121 2.51536 -3.68653 0.166 0.040 -0.075 0.1101
H -8.36478 3.78154 -4.23204 0.101 0.095 -0.105 0.1078
H -6.48224 3.88149 -1.83743 -0.010 0.116 -0.035 0.0524
H -8.22979 4.02648 -1.87992 0.038 0.019 -0.049 0.0710
H -7.23961 5.34725 -2.49236 0.026 -0.070 -0.019 0.0674
H -4.47641 3.59573 -5.51804 -0.141 0.092 0.019 0.1020
H -5.04493 2.48250 -4.32721 -0.251 0.088 0.036 0.1133
H -4.26675 5.36241 -3.58848 -0.062 -0.035 -0.028 0.0713
H -3.13326 4.01930 -3.63930 -0.071 0.009 0.005 0.0678
H -4.46697 3.97576 -2.50241 0.018 0.135 -0.025 0.0458
C 7.14995 5.21405 0.99865 0.102 -0.023 -0.012 -0.0906
C 6.53169 6.03672 2.12145 0.113 -0.131 0.017 -0.2723
N 6.47515 5.33455 3.40010 -0.304 -0.042 0.165 -0.1944
C 5.63587 6.00732 4.38856 -0.177 -0.058 -0.127 -0.2535
C 6.07864 7.38582 4.87666 0.008 0.154 0.231 -0.0904
C 7.73877 4.81356 3.90414 0.180 -0.251 -0.264 -0.2551
C 8.88409 5.80282 4.12237 0.204 0.042 0.182 -0.0860
H 6.63293 4.25865 0.87762 0.040 0.037 0.086 0.0714
H 7.06956 5.75877 0.05400 0.007 -0.012 0.093 0.0734
H 8.21099 5.01753 1.17038 -0.064 -0.025 -0.018 0.0649
H 5.51116 6.28508 1.81194 -0.016 -0.001 0.275 0.1176
H 7.07279 6.98939 2.20256 0.023 0.081 -0.083 0.0980
H 5.50818 5.35026 5.25480 0.153 -0.071 -0.084 0.1108
H 4.63096 6.10688 3.96309 0.097 -0.040 -0.141 0.1086
H 6.92246 7.31892 5.56520 -0.001 0.056 -0.106 0.0550
H 5.25999 7.86013 5.42602 0.033 -0.034 -0.048 0.0714
H 6.34744 8.05330 4.05493 0.005 -0.065 0.037 0.0672
H 8.09077 4.03959 3.21204 -0.107 0.114 -0.051 0.0990
H 7.56118 4.27059 4.83868 -0.227 0.148 -0.050 0.1134
H 9.00147 6.50005 3.29030 -0.051 -0.023 0.018 0.0682
H 9.82696 5.25724 4.22110 -0.056 0.010 -0.016 0.0726
H 8.75383 6.37574 5.04107 0.010 0.076 -0.116 0.0545
```
Positions in Å, forces in eV/Å.

Its frontier orbital gap is 0.3098 hartree. For the total energy, the calculation gives -3082.8321 a.u. As for the structure (SMILES): CCCCCCCC[C@H]1CC(=O)N[C@H]1CCC(F)(F)C(F)(F)C(F)(F)C(F)(F)C(F)(F)C(F)(F)F.CCN(CC)CC.CCN(CC)CC.CCN(CC)CC. The spin multiplicity is 1. The maximum force is 3.5 eV/A.

Entry 2:
The following is a DFT calculation (ωB97M-V/def2-TZVPD) of a structure of composition C10H8O5S5W.

The geometry in XYZ format:
```
29
Properties=species:S:1:pos:R:3:forces:R:3:lowdin_charge:R:1
W -0.28988 0.33106 -0.48920 -0.545 0.481 -0.062 1.2080
C 0.56936 -2.99356 -0.75710 0.010 0.006 0.003 -0.0397
C -0.29251 -1.84885 -1.20060 0.149 -0.374 -0.388 -0.4211
C 0.14825 -0.95756 -2.25996 0.167 -0.071 0.056 -0.1682
C -0.76712 -0.02464 -2.80604 0.125 0.063 -0.143 -0.1119
C -1.94506 0.29347 -2.14667 -0.164 -0.117 0.054 -0.1359
C -2.34057 -0.51406 -1.01811 0.045 0.254 0.040 -0.1982
C -1.58126 -1.66450 -0.71189 -0.099 -0.237 0.223 -0.1791
H 1.62441 -2.76203 -0.89684 -0.019 0.023 -0.001 0.0783
H 0.33741 -3.88998 -1.33496 -0.003 -0.005 0.004 0.0939
H 0.40984 -3.20621 0.29980 -0.020 -0.014 -0.009 0.0882
H 1.10197 -1.13121 -2.74088 -0.048 0.046 0.082 0.1364
H -0.43665 0.59713 -3.62922 -0.006 0.021 0.093 0.1397
H -2.56733 1.11113 -2.48293 0.063 -0.005 0.065 0.1364
H -3.28588 -0.34104 -0.52350 0.073 0.043 -0.005 0.1273
H -1.92754 -2.31575 0.08427 0.041 0.042 -0.035 0.1207
O 1.45027 3.42000 0.27565 0.010 -0.076 0.009 -0.2856
S 0.30495 3.04971 -0.49514 -0.257 -0.336 -0.142 0.3658
O -0.41900 4.08613 -1.15672 -0.039 -0.114 -0.054 -0.2694
O 0.65520 1.88440 -1.48605 0.237 0.179 0.219 -0.5054
O -0.65819 2.15715 0.36782 0.076 0.121 0.032 -0.5051
O 2.27723 1.40396 5.72580 -0.009 0.069 0.033 -0.0120
C 1.84320 1.10439 4.65837 -0.005 -0.123 -0.054 -0.9671
S 2.81065 1.09855 3.16135 0.061 0.045 0.057 1.0337
C 1.57256 0.48861 2.12713 -0.388 -0.090 0.293 -1.1004
C 0.31022 0.26881 2.69942 0.532 0.095 -0.086 -1.1025
S -0.98598 -0.34992 1.82287 -0.165 0.123 -0.128 0.7383
S 0.14784 0.61026 4.38748 -0.021 0.023 0.094 1.0144
S 1.93362 0.09456 0.52585 0.198 -0.072 -0.249 0.7206
```
Positions in Å, forces in eV/Å.

Its frontier orbital gap (spin up / spin down) is 0.2583 / 0.2199 hartree. The expectation value of S² is 2.013. For the total energy, the calculation gives -2820.1407 a.u. The spin multiplicity is 3. The maximum force is 0.7 eV/A. The calculation puts the energy relative to the best compared isomer or geometry (same formula, charge and spin) at 0.0 kcal per mole.